No. 1
A cluster of 2 separate species, C10H11F4NO2 in total in a non-equilibrium geometry, computed with ωB97M-V with the def2-TZVPD basis set.

Atoms and positions in Å:
O (-1.70, 4.35, -2.36)
C (-2.02, 3.31, -1.77)
C (-2.11, 3.25, -0.30)
F (-1.93, 4.39, 0.40)
C (-2.36, 2.09, 0.36)
F (-2.22, 2.01, 1.71)
C (-2.81, 0.89, -0.34)
O (-3.46, -0.02, 0.20)
C (-2.48, 0.89, -1.77)
F (-2.47, -0.30, -2.43)
C (-2.24, 2.03, -2.46)
F (-2.18, 2.03, -3.81)
C (3.86, -2.42, 1.45)
C (2.93, -1.48, 0.68)
C (1.46, -1.77, 0.88)
C (0.53, -0.80, 0.15)
N (-0.80, -0.92, 0.59)
H (4.90, -2.10, 1.29)
H (3.67, -2.40, 2.53)
H (3.77, -3.46, 1.11)
H (3.14, -0.45, 0.99)
H (3.17, -1.55, -0.39)
H (1.24, -2.80, 0.54)
H (1.21, -1.73, 1.95)
H (0.79, 0.23, 0.44)
H (0.68, -0.86, -0.94)
H (-0.99, -1.52, 1.39)
H (-1.59, -0.88, -0.08)

Electronic energy (eV): -27000.375
HOMO (eV): -8.87
LUMO (eV): -2.69
Gap between HOMO and LUMO (eV): 6.175
SMILES: O=C1C(F)=C(F)C(=O)C(F)=C1F.CCCCN
Charge: 0

Atom-resolved charges from Löwdin, all expressed in e:
1 O 0.16
2 C -0.22
3 C -0.09
4 F 0.13
5 C -0.10
6 F 0.13
7 C -0.26
8 O 0.13
9 C -0.09
10 F 0.12
11 C -0.09
12 F 0.13
13 C -0.12
14 C -0.29
15 C -0.23
16 C -0.32
17 N 0.00
18 H 0.07
19 H 0.07
20 H 0.07
21 H 0.11
22 H 0.11
23 H 0.12
24 H 0.11
25 H 0.10
26 H 0.12
27 H 0.09
28 H 0.05

---

No. 2
A structure of composition C28H36N6OPdS4, computed with ωB97M-V with the def2-TZVPD basis set.

Atoms and positions in Å:
Pd (0.30, -0.44, 2.49)
S (2.36, 0.14, 1.77)
C (2.04, 1.45, 0.65)
C (3.07, 1.92, -0.16)
C (2.84, 2.94, -1.07)
C (3.92, 3.38, -1.92)
N (4.77, 3.73, -2.60)
C (1.57, 3.53, -1.16)
C (0.55, 3.07, -0.34)
C (0.77, 2.02, 0.56)
S (-0.55, 1.46, 1.56)
C (1.30, 4.57, -2.10)
N (1.05, 5.41, -2.85)
H (4.05, 1.48, -0.09)
H (-0.43, 3.52, -0.40)
C (3.49, -3.62, -0.90)
C (2.22, -2.95, -0.41)
C (1.08, -3.95, -0.31)
N (-0.14, -3.26, 0.13)
C (-0.99, -3.59, 1.03)
S (-1.49, -1.82, 3.11)
N (-1.04, -4.82, 1.60)
C (-0.73, -6.08, 1.05)
O (-0.37, -6.97, 1.78)
C (-0.96, -6.25, -0.42)
C (-0.15, -7.15, -1.10)
C (-0.33, -7.34, -2.46)
C (-1.33, -6.64, -3.13)
C (-2.16, -5.77, -2.44)
C (-1.97, -5.57, -1.08)
H (4.30, -2.90, -0.96)
H (3.35, -4.06, -1.89)
H (3.80, -4.42, -0.22)
H (1.93, -2.14, -1.09)
H (2.37, -2.48, 0.57)
H (1.31, -4.73, 0.42)
H (0.87, -4.42, -1.27)
H (-0.28, -2.29, -0.19)
H (-1.15, -4.83, 2.61)
H (0.61, -7.69, -0.56)
H (0.30, -8.03, -3.00)
H (-1.47, -6.79, -4.19)
H (-2.95, -5.25, -2.96)
H (-2.64, -4.90, -0.54)
C (-0.17, 0.59, -2.96)
C (-0.63, -0.46, -1.95)
C (-2.13, -0.42, -1.71)
C (-2.65, -1.54, -0.82)
N (-2.01, -1.45, 0.48)
C (-2.03, -2.51, 1.42)
S (0.37, -2.57, 3.50)
N (-3.31, -3.17, 1.46)
C (-4.42, -2.33, 1.91)
C (-5.71, -3.15, 1.96)
C (-5.65, -4.37, 2.87)
C (-5.21, -4.06, 4.29)
H (0.91, 0.57, -3.09)
H (-0.44, 1.59, -2.61)
H (-0.63, 0.43, -3.93)
H (-0.10, -0.30, -1.01)
H (-0.35, -1.46, -2.32)
H (-2.66, -0.48, -2.67)
H (-2.39, 0.55, -1.27)
H (-2.43, -2.51, -1.27)
H (-3.75, -1.48, -0.74)
H (-1.72, -0.53, 0.80)
H (-3.26, -4.02, 2.01)
H (-4.53, -1.50, 1.22)
H (-4.22, -1.90, 2.90)
H (-5.97, -3.45, 0.94)
H (-6.50, -2.48, 2.31)
H (-4.98, -5.13, 2.43)
H (-6.63, -4.84, 2.88)
H (-4.19, -3.68, 4.34)
H (-5.26, -4.95, 4.92)
H (-5.86, -3.30, 4.74)

Electronic energy (eV): -87431.533
HOMO (eV): -7.46
LUMO (eV): -1.11
Gap between HOMO and LUMO (eV): 6.346
Charge: 0

Atom-resolved charges from Löwdin, all expressed in e:
1 Pd 0.03
2 S 0.57
3 C -0.69
4 C -0.06
5 C -0.19
6 C -0.18
7 N 0.17
8 C -0.20
9 C -0.08
10 C -0.68
11 S 0.58
12 C -0.18
13 N 0.17
14 H 0.12
15 H 0.12
16 C -0.09
17 C -0.24
18 C -0.13
19 N 0.17
20 C -0.31
21 S 0.47
22 N 0.17
23 C -0.39
24 O 0.14
25 C -0.17
26 C -0.02
27 C -0.06
28 C -0.06
29 C -0.06
30 C -0.03
31 H 0.08
32 H 0.08
33 H 0.08
34 H 0.11
35 H 0.06
36 H 0.14
37 H 0.13
38 H 0.12
39 H 0.14
40 H 0.13
41 H 0.11
42 H 0.11
43 H 0.11
44 H 0.10
45 C -0.09
46 C -0.27
47 C -0.19
48 C -0.20
49 N -0.07
50 C -0.68
51 S 0.13
52 N 0.00
53 C -0.23
54 C -0.19
55 C -0.26
56 C -0.10
57 H 0.08
58 H 0.07
59 H 0.08
60 H 0.08
61 H 0.11
62 H 0.12
63 H 0.12
64 H 0.11
65 H 0.11
66 H 0.00
67 H 0.09
68 H 0.11
69 H 0.09
70 H 0.11
71 H 0.12
72 H 0.10
73 H 0.11
74 H 0.06
75 H 0.07
76 H 0.08

---

No. 3
A structure of composition C19H16I2O3PRhS in a non-equilibrium geometry, computed with ωB97M-V with the def2-TZVPD basis set.

Atoms and positions in Å:
Rh (-0.23, 2.37, -0.36)
I (2.32, 2.85, 0.31)
C (1.94, 4.94, 0.01)
I (-0.12, 5.15, -0.42)
H (2.53, 5.29, -0.83)
H (2.17, 5.47, 0.93)
O (-4.02, 2.36, 0.17)
S (-2.76, 1.75, 0.02)
O (-1.98, 2.08, -1.25)
O (-1.67, 2.17, 1.03)
C (-2.87, 0.03, 0.08)
C (-4.11, -0.59, 0.10)
C (-4.15, -1.98, 0.09)
C (-2.98, -2.72, 0.06)
C (-1.74, -2.08, 0.04)
C (-1.68, -0.70, 0.05)
P (-0.05, 0.08, -0.01)
C (0.81, -0.35, 1.48)
C (0.07, -0.60, 2.64)
C (0.72, -0.89, 3.82)
C (2.11, -0.93, 3.86)
C (2.86, -0.68, 2.71)
C (2.21, -0.38, 1.53)
C (0.79, -0.46, -1.50)
C (1.79, -1.42, -1.50)
C (2.38, -1.79, -2.71)
C (1.97, -1.20, -3.89)
C (0.96, -0.25, -3.89)
C (0.36, 0.12, -2.70)
H (-5.01, 0.01, 0.11)
H (-5.11, -2.48, 0.10)
H (-3.02, -3.80, 0.06)
H (-0.83, -2.68, 0.01)
H (-1.01, -0.56, 2.62)
H (0.15, -1.09, 4.72)
H (2.62, -1.16, 4.79)
H (3.94, -0.72, 2.75)
H (2.81, -0.23, 0.63)
H (2.11, -1.91, -0.59)
H (3.15, -2.55, -2.72)
H (2.44, -1.49, -4.83)
H (0.63, 0.19, -4.82)
H (-0.47, 0.82, -2.72)

Electronic energy (eV): -65422.224
HOMO (eV): -15.39
LUMO (eV): -8.59
Gap between HOMO and LUMO (eV): 6.794
Charge: +2

Atom-resolved charges from Löwdin, all expressed in e:
1 Rh 0.46
2 I 1.10
3 C -1.01
4 I 1.05
5 H -0.01
6 H -0.01
7 O -0.16
8 S 0.61
9 O -0.41
10 O -0.40
11 C -0.29
12 C 0.00
13 C 0.00
14 C -0.01
15 C -0.03
16 C -0.31
17 P 1.02
18 C -0.37
19 C -0.06
20 C -0.03
21 C -0.02
22 C -0.04
23 C -0.16
24 C -0.35
25 C -0.07
26 C -0.03
27 C -0.03
28 C -0.04
29 C -0.09
30 H 0.14
31 H 0.13
32 H 0.13
33 H 0.13
34 H 0.12
35 H 0.13
36 H 0.13
37 H 0.12
38 H 0.08
39 H 0.11
40 H 0.12
41 H 0.13
42 H 0.12
43 H 0.09

---

No. 4
A cluster of 2 separate species, C5H7N2O2PS in total in a non-equilibrium geometry, computed with ωB97M-V with the def2-TZVPD basis set.

Atoms and positions in Å:
C (-2.61, -0.02, 0.32)
C (-2.44, 1.31, 0.48)
C (-1.68, -0.81, -0.27)
C (-1.32, 1.92, 0.01)
C (-0.54, -0.16, -0.79)
N (-0.40, 1.18, -0.60)
N (3.45, -0.88, -0.04)
O (2.25, 1.26, 0.56)
O (1.25, -1.01, 1.30)
P (1.09, -0.42, -1.63)
S (1.94, -0.15, 0.36)
H (-3.51, -0.54, 0.74)
H (-3.27, 1.92, 0.78)
H (-1.68, -1.91, -0.41)
H (-1.21, 3.02, 0.25)
H (3.56, -1.62, 0.61)
H (4.13, -0.08, 0.26)
H (0.97, -2.98, -1.91)

Electronic energy (eV): -32492.465
HOMO (alpha / beta) (eV): -9.57 / -8.68
LUMO (alpha / beta) (eV): -1.10 / -0.80
Gap between HOMO and LUMO (alpha / beta) (eV): 8.471 / 7.889
Charge: 0

Atom-resolved charges from Löwdin, all expressed in e:
1 C -0.09
2 C -0.09
3 C -0.07
4 C -0.12
5 C -0.58
6 N -0.04
7 N -0.15
8 O -0.37
9 O -0.37
10 P 0.89
11 S 0.34
12 H 0.13
13 H 0.10
14 H 0.12
15 H 0.14
16 H 0.02
17 H 0.11
18 H 0.04

---

No. 5
A cluster of 2 separate species, C12H14N3 in total in a non-equilibrium geometry, computed with ωB97M-V with the def2-TZVPD basis set.

Atoms and positions in Å:
C (-0.66, 2.34, 4.07)
C (-1.89, 2.68, 3.44)
C (0.01, 1.23, 3.70)
C (-2.19, 2.03, 2.27)
C (-0.30, 0.52, 2.54)
C (-1.85, 1.32, -0.81)
C (-1.33, 1.07, 1.73)
C (-1.35, 0.63, 0.31)
C (-0.71, -0.55, -1.46)
C (2.80, -1.60, -1.17)
C (2.74, -2.23, -2.41)
C (1.52, -2.47, -3.06)
N (-0.80, -0.48, -0.09)
N (-1.49, 0.54, -1.89)
N (1.57, -2.77, -4.31)
H (-0.39, 2.75, 5.08)
H (-2.60, 3.34, 3.81)
H (0.94, 0.95, 4.26)
H (-2.95, 2.45, 1.55)
H (0.41, -0.22, 2.15)
H (-2.31, 2.28, -0.98)
H (3.74, -1.48, -0.56)
H (1.87, -1.29, -0.68)
H (3.62, -2.69, -2.81)
H (0.59, -2.19, -2.71)
H (-0.40, -1.04, 0.59)
H (-1.79, 0.74, -2.84)
H (2.43, -2.82, -4.83)
H (0.78, -3.02, -4.88)

Electronic energy (eV): -17131.907
HOMO (eV): -10.61
LUMO (eV): -5.00
Gap between HOMO and LUMO (eV): 5.610
Charge: +1

Atom-resolved charges from Löwdin, all expressed in e:
1 C -0.08
2 C -0.04
3 C -0.12
4 C -0.05
5 C -0.03
6 C -0.02
7 C -0.15
8 C -0.25
9 C -0.06
10 C 0.16
11 C -0.11
12 C -0.08
13 N 0.05
14 N 0.01
15 N 0.22
16 H 0.13
17 H 0.09
18 H 0.13
19 H 0.13
20 H 0.10
21 H 0.12
22 H 0.11
23 H 0.05
24 H 0.11
25 H 0.06
26 H 0.09
27 H 0.13
28 H 0.14
29 H 0.15

---

No. 6
A structure of composition C8H19Cl2IOP in a non-equilibrium geometry, computed with ωB97M-V with the def2-TZVPD basis set.

Atoms and positions in Å:
C (-4.26, -1.27, 2.11)
C (-3.59, -2.24, 1.05)
C (-2.18, -2.73, 1.57)
C (-1.08, -1.94, 0.80)
O (0.08, -1.59, 1.67)
P (1.29, -1.10, 0.63)
C (2.14, 0.46, 1.22)
I (4.10, -0.09, 2.04)
C (2.42, 1.36, -0.04)
C (1.14, 2.01, -0.67)
H (-3.48, -0.75, 2.72)
H (-4.88, -1.89, 2.78)
H (-4.85, -0.49, 1.58)
H (-3.44, -1.63, 0.13)
H (-4.24, -3.11, 0.82)
H (-2.03, -2.54, 2.66)
H (-2.12, -3.83, 1.40)
H (-1.46, -0.98, 0.37)
H (-0.68, -2.55, -0.05)
H (2.26, -2.14, 0.49)
H (0.67, -0.80, -0.62)
H (1.57, 0.96, 2.03)
H (3.20, 2.11, 0.19)
H (2.86, 0.68, -0.82)
H (0.45, 2.49, 0.05)
H (0.65, 1.28, -1.35)
H (1.50, 2.83, -1.34)
C (2.86, 3.55, -4.41)
Cl (1.26, 4.11, -3.92)
Cl (3.48, 2.32, -3.29)
H (2.79, 3.12, -5.40)
H (3.54, 4.39, -4.41)

Electronic energy (eV): -53078.149
HOMO (eV): -13.33
LUMO (eV): -3.76
Gap between HOMO and LUMO (eV): 9.566
Charge: +1

Atom-resolved charges from Löwdin, all expressed in e:
1 C -0.10
2 C -0.23
3 C -0.16
4 C -0.25
5 O -0.32
6 P 1.01
7 C -0.83
8 I 0.85
9 C -0.40
10 C -0.13
11 H 0.07
12 H 0.08
13 H 0.07
14 H 0.09
15 H 0.11
16 H 0.12
17 H 0.12
18 H 0.12
19 H 0.11
20 H 0.05
21 H 0.06
22 H 0.08
23 H 0.10
24 H 0.08
25 H 0.09
26 H 0.06
27 H 0.02
28 C -0.99
29 Cl 0.53
30 Cl 0.53
31 H 0.03
32 H 0.03

---

- Which of these has the lowest electronic energy?
  C28H36N6OPdS4

---

- The highest charge belongs to which entry?
  C19H16I2O3PRhS